Computed, not measured: a molecular structure, Hg6O26P6PbV at a distorted geometry, with ωB97M-V/def2-TZVPD.

Its highest occupied orbital energy is -0.0076 Eh. As for the LUMO energy: 2.7 eV. The total energy is -164954.9821 eV. As for the total charge: -3. For the strongest force on any atom, the calculation gives 0.1673 Eh/bohr.

Each line ends with the Löwdin charge.
CARTESIAN COORDINATES (ANGSTROEM)
Hg -1.56875 -1.79539 0.21381  1.202
Hg -1.53360 1.47032 -0.61705  1.197
Hg 4.61077 -2.12342 -0.20160  0.742
Hg 1.39463 -4.45365 -0.90125  1.113
Hg 1.10880 0.38326 -2.90136  1.157
Hg -0.77403 0.07263 3.07561  1.185
Pb 2.04416 -2.70083 2.69265  1.489
O 2.75668 1.26717 1.28438  -0.399
V 1.68541 2.02203 0.32875  0.868
O 1.93842 3.55532 0.57401  -0.275
P 1.26162 -1.19560 0.14006  -0.098
O 2.62696 -1.50312 0.47778  -0.613
O 0.58965 -1.13754 1.52986  -0.657
O 0.55064 -2.46043 -0.44315  -0.564
O 0.97373 0.06068 -0.76143  -0.553
P -0.84463 2.79033 2.21655  0.002
O -1.97268 3.11327 1.20795  -0.280
O -0.26488 4.14773 2.14541  -0.272
O -0.11087 1.75154 1.30770  -0.546
O -1.62552 2.17793 3.47374  -0.387
P -2.11559 -0.03981 -3.06279  -0.244
O -2.55652 -1.21217 -3.88006  -0.389
O -0.92391 0.45024 -3.78263  -0.396
O -1.74952 -0.44707 -1.61813  -0.540
O -3.00487 1.13528 -2.91100  -0.279
P -3.60036 -0.00702 1.09273  0.046
O -2.02100 -0.00455 1.24836  -0.696
O -3.95711 -1.42104 0.50307  -0.437
O -3.59728 1.02210 -0.10768  -0.413
O -4.20462 0.47199 2.43749  -0.422
P -0.15040 3.66122 -2.01421  -0.095
O 0.27217 5.02244 -1.43217  -0.237
O -1.50748 3.57180 -1.49598  -0.130
O 0.54802 2.35950 -1.75804  -0.511
O -0.67334 3.83945 -3.48814  -0.167
P 3.26155 -4.84395 1.12840  -0.236
O 1.75433 -4.77343 1.38965  -0.579
O 3.51494 -4.16399 -0.29718  -0.641
O 3.75620 -6.24890 1.35431  -0.378
O 4.10819 -3.81418 1.85150  -0.569

Cartesian forces (eV/Å) of the 6 atoms listed first:
Hg -1.6 -0.8 -1.9
Hg -1.8 1.1 -0.2
Hg 2.3 0.0 -0.9
Hg 0.4 0.3 -0.8
Hg -2.4 -0.1 -1.4
Hg -1.3 1.4 -0.8



Computed, not measured: a molecular structure, C36H33ClN11PS2Y, with ωB97M-V/def2-TZVPD.

Its highest occupied orbital energy is -0.1829 Eh. As for the LUMO energy: 2.3 eV. The total energy is -98789.3041 eV. As for the total charge: -1. For the strongest force on any atom, the calculation gives 0.0162 Eh/bohr.

Each line ends with the Löwdin charge.
CARTESIAN COORDINATES (ANGSTROEM)
Y -0.29370 -0.47084 0.36416  1.087
C 1.14008 0.65748 -2.78907  -0.116
N -0.24956 0.62268 -2.29737  -0.208
C -0.72298 2.01347 -2.10220  -0.176
C -1.94518 2.09189 -1.21786  -0.180
N -1.62603 1.88385 0.21746  -0.209
C -2.89689 1.66307 0.94628  -0.101
C -0.92048 3.06074 0.72043  -0.281
C -1.64434 4.21722 1.01199  -0.045
C -1.01879 5.36506 1.46461  -0.102
C 0.36294 5.35758 1.62142  -0.106
C 1.08464 4.21837 1.32437  -0.125
C 0.46792 3.04380 0.86465  -0.605
S 1.46236 1.64577 0.50575  0.592
C -1.12390 -0.06297 -3.24661  -0.317
C -0.96441 0.16040 -4.61461  -0.047
C -1.76311 -0.47559 -5.54949  -0.104
C -2.75150 -1.34712 -5.10676  -0.107
C -2.92513 -1.55825 -3.75170  -0.129
C -2.12464 -0.92405 -2.78883  -0.659
S -2.46330 -1.25304 -1.09224  0.539
H 1.26592 1.36001 -3.62103  0.081
H 1.43417 -0.33466 -3.12808  0.073
H 1.78491 0.98325 -1.97506  0.014
H -0.96065 2.45352 -3.07964  0.129
H 0.09576 2.58652 -1.66679  0.095
H -2.67241 1.33483 -1.50743  0.084
H -2.41472 3.07709 -1.33319  0.128
H -3.63567 2.43575 0.70974  0.081
H -2.70666 1.66722 2.01762  0.097
H -3.30628 0.69908 0.65908  0.023
H -2.71850 4.22116 0.88680  0.100
H -1.60131 6.24743 1.69656  0.092
H 0.87720 6.24052 1.98161  0.095
H 2.15973 4.20292 1.45315  0.092
H -0.19768 0.84191 -4.95872  0.101
H -1.61403 -0.29195 -6.60602  0.092
H -3.38570 -1.86346 -5.81744  0.095
H -3.69294 -2.23496 -3.39753  0.092
N -0.73916 -0.50479 4.22117  0.139
C -1.81683 -0.91116 3.46021  -0.499
N -2.97445 -1.22726 3.99723  0.023
N -3.75512 -1.52680 2.92832  -0.086
N -3.10102 -1.38746 1.83821  -0.127
N -1.82430 -0.98213 2.12783  -0.106
C 0.54904 -0.58077 3.74657  -0.468
N 1.62233 -0.44234 4.51011  0.048
N 2.64876 -0.57382 3.64518  -0.045
N 2.20133 -0.76771 2.45925  -0.206
N 0.84972 -0.78032 2.46990  -0.108
H -0.85729 -0.56693 5.21778  0.134
Cl 0.29876 -2.53762 -1.78557  0.727
C 1.91122 -3.16003 -2.11196  -0.609
C 2.05967 -3.81399 -3.32675  -0.108
C 3.29422 -4.35258 -3.64456  -0.089
C 4.34658 -4.22893 -2.74658  -0.083
C 4.16235 -3.56405 -1.54447  -0.065
C 2.93139 -3.00508 -1.18634  -0.349
P 2.61032 -2.02731 0.38478  1.039
C 4.32172 -1.45752 0.63580  -0.374
C 4.63151 -0.19348 0.13934  -0.097
C 5.90904 0.32564 0.28413  -0.077
C 6.89017 -0.40742 0.93843  -0.095
C 6.58731 -1.66361 1.44240  -0.084
C 5.30843 -2.18522 1.29230  -0.108
C 2.31704 -3.49930 1.46359  -0.332
C 2.84803 -3.62713 2.74615  -0.113
C 2.49653 -4.69644 3.55836  -0.078
C 1.59507 -5.65202 3.11340  -0.095
C 1.05816 -5.53536 1.84000  -0.084
C 1.42177 -4.47499 1.02260  -0.096
H 1.21796 -3.89332 -4.00179  0.105
H 3.43111 -4.86432 -4.58873  0.101
H 5.31647 -4.64597 -2.98647  0.100
H 5.00028 -3.47125 -0.86745  0.096
H 3.86308 0.40380 -0.33849  0.055
H 6.13002 1.31374 -0.09905  0.102
H 7.88360 0.00404 1.06622  0.096
H 7.34341 -2.24049 1.96033  0.099
H 5.08954 -3.17189 1.68029  0.096
H 3.51771 -2.87439 3.13558  0.079
H 2.92092 -4.76428 4.55212  0.102
H 1.30399 -6.47235 3.75724  0.097
H 0.34433 -6.26438 1.47799  0.102
H 0.98603 -4.41821 0.03251  0.071

Cartesian forces (eV/Å) of the 6 atoms listed first:
Y 0.2 0.8 -0.1
C 0.0 0.0 0.0
N 0.0 -0.2 0.0
C 0.1 0.0 -0.1
C 0.0 0.0 0.1
N 0.0 -0.2 0.1



Computed, not measured: C14H10N4S4 in the gas phase at a distorted geometry, with ωB97M-V/def2-TZVPD.

Its highest occupied orbital energy is -0.3130 Eh. The calculation puts the energy above the lowest of the compared OMol25 structures with the same formula, charge and spin at 0.00 kJ/mol. As for the LUMO energy: -0.3 eV. The total energy is -63978.3309 eV. Its SMILES is [H]/N=C(/Sc1cccs1)[C@@H](C#N)[C@@H](C#N)/C(=N\[H])Sc1cccs1. For the strongest force on any atom, the calculation gives 0.0833 Eh/bohr.

Each line ends with the Löwdin charge.
CARTESIAN COORDINATES (ANGSTROEM)
H 1.02847 0.29538 2.89523  0.090
N 1.77801 -0.28760 2.45840  0.136
C 1.91327 -0.25145 1.17095  -0.632
S 3.20101 -1.20004 0.42234  0.948
C 2.45364 -2.82253 0.44804  -0.852
C 1.75135 -3.39382 1.49145  -0.179
C 1.14674 -4.70790 1.11743  -0.173
C 1.51236 -5.11642 -0.11862  -0.406
S 2.46750 -3.90914 -0.95759  0.935
C 0.91147 0.51085 0.31340  -0.272
C 1.64099 1.53246 -0.44241  -0.217
N 2.25091 2.32112 -1.07039  0.190
C 0.09204 -0.42099 -0.61196  -0.282
C -0.61244 -1.43727 0.14017  -0.196
N -1.14183 -2.32035 0.71256  0.221
C -0.90756 0.30444 -1.49164  -0.634
N -0.64446 0.54928 -2.72550  0.145
H 0.30279 0.36236 -3.04526  0.074
S -2.52044 0.77262 -0.87254  0.978
C -2.42073 2.50830 -0.73873  -0.851
C -3.40852 3.30952 -0.20981  -0.193
C -3.01344 4.72235 -0.11435  -0.180
C -1.78020 4.95985 -0.64867  -0.399
S -1.03725 3.48424 -1.22736  0.967
H 1.60464 -2.92107 2.44337  0.088
H 0.53511 -5.30510 1.75873  0.094
H 1.18525 -6.00509 -0.59963  0.057
H 0.20754 1.06420 0.93184  0.149
H 0.80626 -0.91376 -1.26807  0.140
H -4.32378 2.91874 0.19519  0.095
H -3.64654 5.45761 0.33065  0.091
H -1.33213 5.93919 -0.68723  0.066

Cartesian forces (eV/Å) of the 6 atoms listed first:
H 0.5 -0.5 -1.0
N 0.5 0.2 -1.4
C -1.8 0.0 3.3
S 0.3 -0.7 -0.5
C -0.9 -1.1 0.6
C -0.3 -1.4 -1.7